{
  "formula": "C14H12N2OS2",
  "method": "ωB97M-V/def2-TZVPD",
  "species": ["C", "C", "N", "C", "C", "C", "C", "C", "C", "S", "H", "N", "C", "O", "C", "C", "C", "S", "C", "C", "H", "H", "H", "H", "H", "H", "H", "H", "H", "H", "H"],
  "coordinates": [[-6.242223, -0.313368, -1.316900], [-4.856295, -0.283016, -0.801421], [-4.364474, -1.116077, 0.027968], [-3.060672, -0.849238, 0.329566], [-2.250966, -1.572910, 1.198988], [-0.951476, -1.166354, 1.394108], [-0.428179, -0.042034, 0.737562], [-1.218594, 0.693005, -0.135354], [-2.524098, 0.280439, -0.327902], [-3.739508, 0.990369, -1.344181], [-0.822812, 1.555729, -0.642571], [0.904708, 0.288879, 1.002946], [1.653306, 1.312076, 0.498014], [1.246992, 2.151605, -0.269699], [3.096392, 1.277562, 0.986042], [3.925966, 0.412791, 0.078592], [3.575819, -0.823420, -0.372408], [4.774829, -1.516512, -1.389558], [5.769475, -0.127434, -1.211360], [5.197497, 0.807834, -0.415274], [5.654803, 1.751968, -0.179896], [6.717059, -0.089966, -1.710127], [2.677486, -1.378063, -0.186480], [3.147634, 0.910333, 2.014711], [3.487831, 2.294784, 0.956488], [1.363921, -0.335284, 1.651850], [-0.315361, -1.722937, 2.068491], [-2.651944, -2.436516, 1.704038], [-6.775859, -1.146084, -0.867032], [-6.238158, -0.426662, -2.400187], [-6.753114, 0.618516, -1.078999]],
  "atomic_forces_ev_per_a": [[-0.208, 0.026, -0.106], [0.405, 0.565, -0.274], [-0.760, -0.665, 0.216], [0.788, 0.733, -0.256], [-0.038, 0.083, -0.081], [0.028, 0.025, -0.011], [-0.414, 0.063, -0.232], [0.193, 0.134, -0.030], [-0.271, -0.395, 0.197], [-0.118, -0.434, 0.287], [0.076, 0.027, 0.011], [0.118, -0.339, 0.330], [0.403, 0.043, 0.380], [-0.126, 0.180, -0.205], [-0.093, 0.065, -0.123], [0.006, -0.171, -0.021], [0.252, -0.235, -0.238], [-0.024, 0.484, 0.265], [-0.094, -0.404, -0.140], [0.050, -0.060, -0.019], [0.098, 0.188, 0.026], [0.212, 0.074, -0.093], [-0.233, -0.055, 0.063], [0.014, 0.078, 0.007], [-0.135, -0.048, 0.070], [0.003, 0.212, -0.112], [0.068, -0.058, 0.076], [-0.033, -0.109, 0.072], [-0.008, -0.010, 0.006], [-0.069, -0.015, -0.055], [-0.089, 0.021, -0.009]],
  "mulliken_charge": [-1.08, 0.71, -0.64, -0.34, -0.68, -0.69, 0.61, -0.48, 0.60, -0.25, 0.61, -0.13, 0.64, -0.64, -0.89, 0.59, -0.37, -0.15, -0.28, -0.92, 0.35, 0.43, 0.43, 0.30, 0.39, 0.22, 0.33, 0.44, 0.33, 0.29, 0.29],
  "smiles": "Cc1nc2ccc(NC(=O)Cc3ccsc3)cc2s1",
  "orbital_gap_ev": 8.85,
  "mol_weight_g_mol": 288.40,
  "total_energy_ha": -1521.85943,
  "e_homo_ev": -8.267
}

=====

{
  "formula": "C54H55N6S3Ti",
  "method": "ωB97M-V/def2-TZVPD",
  "species": ["Ti", "C", "C", "C", "C", "C", "C", "C", "N", "C", "C", "C", "C", "C", "C", "C", "N", "C", "C", "C", "C", "H", "H", "H", "H", "H", "H", "H", "H", "H", "H", "H", "H", "H", "H", "H", "H", "H", "H", "H", "H", "H", "H", "H", "H", "N", "S", "N", "S", "N", "S", "N", "C", "C", "C", "C", "C", "C", "C", "C", "C", "C", "C", "C", "C", "C", "C", "C", "C", "C", "C", "C", "C", "C", "C", "C", "C", "C", "C", "C", "C", "C", "C", "C", "C", "C", "C", "C", "H", "H", "H", "H", "H", "H", "H", "H", "H", "H", "H", "H", "H", "H", "H", "H", "H", "H", "H", "H", "H", "H", "H", "H", "H", "H", "H", "H", "H", "H", "H"],
  "coordinates": [[0.309710, 0.952489, -0.581414], [4.474713, 6.278624, -0.892951], [3.780090, 6.259765, 0.455082], [2.688225, 7.306324, 0.451410], [4.801189, 6.470965, 1.623099], [2.847479, 4.912316, 0.358179], [3.225299, 3.665431, 1.014680], [2.460014, 2.527025, 0.994918], [1.306062, 2.643973, 0.205604], [0.856723, 3.832702, -0.310650], [1.567145, 4.981222, -0.205887], [-0.464449, 3.881820, -0.689070], [-1.088139, 5.270930, -0.509849], [-2.568759, 5.208890, -0.810421], [-3.288238, 3.988322, -1.184958], [-2.524827, 2.887675, -1.437277], [-1.150524, 2.758624, -1.049591], [-3.308695, 6.485794, -0.541620], [-2.362047, 7.766460, -0.973216], [-4.721432, 6.489372, -1.070120], [-3.483339, 6.812150, 0.994367], [5.059108, 7.180703, -1.036065], [3.748471, 6.189994, -1.675295], [5.183720, 5.420648, -1.025647], [3.093542, 8.331137, 0.482818], [2.076377, 7.140073, 1.335441], [2.112539, 7.280017, -0.491177], [5.182318, 7.466062, 1.449437], [5.571654, 5.699175, 1.565600], [4.390485, 6.481752, 2.605213], [4.087479, 3.556786, 1.687123], [2.878293, 1.694046, 1.529195], [1.148501, 5.897384, -0.507710], [-0.637489, 6.129907, -0.216036], [-4.556792, 3.751580, -1.161584], [-3.179273, 1.947713, -1.541394], [-2.243362, 7.828861, -2.033450], [-1.373180, 7.845498, -0.475559], [-2.832182, 8.659406, -0.539035], [-4.891505, 7.206571, -1.876478], [-5.360706, 6.876519, -0.277279], [-5.167073, 5.556414, -1.320618], [-2.594739, 6.985537, 1.638330], [-4.024561, 5.998364, 1.481034], [-4.162695, 7.651476, 1.037889], [-1.096446, -0.099914, -0.125875], [-1.884322, -1.277211, 0.133010], [-1.020163, -2.484724, 0.826926], [-0.109648, -3.370979, -0.007209], [1.013933, -2.743776, -0.796689], [2.086900, -1.678956, -0.241804], [1.903367, -0.181947, -0.204679], [2.473075, -2.370764, 1.343368], [1.789736, -1.852184, 2.436171], [1.956906, -2.498566, 3.669615], [2.801998, -3.604330, 3.760007], [3.493268, -4.107912, 2.657645], [3.326617, -3.479947, 1.425503], [3.420280, -2.362267, -1.105626], [3.260495, -3.517089, -1.887461], [4.397583, -4.087137, -2.370594], [5.636081, -3.453786, -2.133192], [5.732288, -2.181972, -1.573005], [4.542208, -1.617482, -1.029433], [-0.831874, -4.461690, -1.242448], [-0.419049, -4.204031, -2.549725], [-0.652179, -5.176820, -3.510622], [-1.246247, -6.374376, -3.140676], [-1.771000, -6.567360, -1.865548], [-1.560800, -5.585293, -0.924164], [0.324268, -4.491434, 1.318495], [-0.292070, -4.432668, 2.592691], [-0.175568, -5.536018, 3.408232], [0.709835, -6.545194, 2.983355], [1.321167, -6.606837, 1.735792], [1.057558, -5.564934, 0.880769], [-2.464887, -1.819896, -1.314249], [-3.644442, -2.513483, -1.424798], [-4.053779, -2.968469, -2.633975], [-3.218479, -2.744755, -3.721219], [-2.064837, -1.948706, -3.635438], [-1.662044, -1.504541, -2.372704], [-3.456134, -1.552223, 1.194293], [-3.245159, -2.485138, 2.099065], [-4.121740, -2.843102, 3.198583], [-5.362588, -2.325217, 3.342056], [-5.704585, -1.590142, 2.231238], [-4.855677, -1.176431, 1.137858], [1.147181, -1.005766, 2.283915], [1.458662, -2.161137, 4.568202], [3.041386, -4.027237, 4.732277], [4.153412, -4.956348, 2.748161], [3.802930, -3.926891, 0.548952], [2.326745, -3.997774, -2.138883], [4.346745, -5.037025, -2.869047], [6.532995, -3.956030, -2.510145], [6.667898, -1.620740, -1.514177], [4.540075, -0.664978, -0.515947], [0.151354, -3.330402, -2.817456], [-0.297899, -5.026805, -4.520995], [-1.348468, -7.138689, -3.933697], [-2.346817, -7.474721, -1.616346], [-1.933120, -5.725149, 0.085500], [-0.878659, -3.609934, 2.940705], [-0.642590, -5.626155, 4.371914], [0.854147, -7.343459, 3.695801], [1.872367, -7.489901, 1.447172], [1.442683, -5.566259, -0.133491], [-4.224395, -2.814253, -0.571461], [-4.942455, -3.568491, -2.766977], [-3.470979, -3.189018, -4.657770], [-1.468545, -1.768214, -4.514570], [-0.729544, -0.938753, -2.258515], [-2.433790, -3.138661, 2.273987], [-3.750875, -3.703951, 3.817778], [-6.103377, -2.610256, 4.063472], [-6.789841, -1.394967, 2.210792], [-5.197014, -0.313095, 0.605337], [1.020762, 0.958262, -2.093111]],
  "atomic_forces_ev_per_a": [[2.458, 1.731, 0.009], [1.391, -1.032, -0.021], [-1.566, -1.502, -0.324], [0.388, 1.580, -0.088], [-0.814, -0.986, -1.554], [1.754, -0.251, 2.197], [0.316, 1.182, 0.271], [-1.071, 3.145, -2.560], [0.144, -1.864, 0.873], [3.336, -2.218, 2.348], [2.533, -0.597, 0.537], [-5.921, 3.383, -0.966], [-5.336, -8.318, -3.310], [1.918, 0.344, 1.298], [-1.004, 0.652, 0.417], [0.649, -2.273, 2.435], [-0.677, 1.149, -0.795], [1.889, 2.016, 1.138], [-1.160, -0.566, 1.143], [-0.827, 1.840, -0.049], [0.170, -1.305, 0.513], [-0.013, 0.263, 0.019], [-0.390, 0.112, -0.617], [-0.498, 0.631, 0.241], [0.010, -0.375, 0.198], [-0.410, 0.338, -0.071], [0.279, 0.236, 0.656], [0.548, 0.129, -0.082], [0.186, 0.334, 0.052], [-0.651, -0.183, 0.729], [-0.029, 0.747, -0.643], [-0.974, -0.858, -0.278], [-0.087, 0.369, -0.505], [1.128, 1.973, 0.820], [4.254, 1.360, -0.332], [1.943, 1.025, -0.347], [0.037, 0.213, -0.679], [-0.529, -0.680, -0.309], [-0.308, -0.159, -0.687], [0.252, -0.291, -0.266], [-0.178, -0.036, -0.094], [0.042, -0.633, -0.432], [-0.202, 0.025, -0.866], [-0.073, -0.164, 0.006], [0.229, 0.411, 0.159], [0.267, 2.357, 0.918], [-2.272, -3.599, 2.780], [-1.470, 2.255, -0.170], [-0.813, -2.297, 1.340], [-0.052, 1.244, -0.843], [0.594, -0.580, 1.181], [-1.396, -0.674, -0.239], [0.166, 0.174, 0.425], [0.506, -0.844, 0.491], [0.223, 0.074, -0.472], [0.614, 0.146, 0.205], [-0.511, 0.874, -0.251], [-0.134, -0.401, 0.180], [-1.423, 0.665, -1.783], [0.116, -0.031, 0.095], [1.167, 0.388, 0.497], [0.555, -0.015, -0.704], [-0.959, 0.122, 0.419], [2.587, -0.339, -0.400], [0.893, 1.145, -0.775], [0.199, -0.730, -0.140], [0.176, -0.092, 0.391], [-0.479, -0.549, -1.157], [-0.292, -0.416, -0.373], [-0.358, -0.261, 1.203], [-0.735, 0.213, 0.003], [0.020, -0.423, -0.708], [1.634, -0.408, -0.951], [-0.572, -0.596, 0.768], [-0.686, -0.082, 0.853], [0.585, -0.156, -0.518], [-0.533, -0.133, -1.419], [-0.716, -0.819, 0.763], [0.482, -0.499, -1.344], [0.392, 0.727, -0.238], [-0.459, -0.534, 0.767], [0.168, 0.253, -2.459], [-1.140, 1.723, -0.644], [-0.338, -3.051, 5.039], [1.751, -1.530, -0.285], [0.530, -0.439, -1.196], [-1.173, 1.401, -2.094], [0.616, 0.815, 2.435], [-0.204, 0.291, 0.221], [-0.046, 0.178, -0.082], [-0.398, -0.050, -0.070], [0.042, -0.048, 0.048], [-0.096, 0.396, 0.385], [-0.099, 0.253, 0.428], [0.124, -0.135, -0.310], [-0.245, 0.306, 0.205], [-0.268, -0.413, -0.042], [0.106, 0.011, -0.020], [-0.036, -0.014, 0.122], [-0.045, -0.019, -0.039], [-0.031, 0.346, 0.742], [0.483, 0.591, -0.130], [0.088, -0.023, 0.023], [0.023, 0.431, -0.185], [-0.134, 0.199, 0.168], [0.144, -0.303, -0.110], [0.200, 0.142, -0.033], [0.014, -0.077, -0.027], [-0.007, 0.249, 0.193], [-0.071, 0.066, 0.159], [-0.181, -0.071, -0.606], [0.088, 0.078, -0.088], [-0.566, -0.315, -0.185], [1.039, 0.269, -0.896], [-0.380, 1.180, -0.382], [0.037, 0.042, 0.409], [0.692, 0.694, -0.590], [-0.298, -0.085, -0.871], [-0.836, -0.143, -0.208]],
  "mulliken_charge": [-0.07, -1.53, 1.92, -1.83, -1.73, 0.29, -1.17, -0.28, -0.11, -0.23, -0.16, 0.15, -1.08, 1.01, -0.84, -0.41, -0.17, 1.84, -1.53, -1.52, -1.71, 0.43, 0.41, 0.33, 0.49, 0.37, 0.55, 0.45, 0.43, 0.39, 0.34, 0.50, 0.37, 1.16, 0.09, 0.15, 0.41, 0.41, 0.45, 0.36, 0.37, 0.30, 0.31, 0.44, 0.51, -0.32, 1.41, -0.22, 0.90, 0.11, 1.92, -0.27, 0.53, -0.27, -0.95, -0.59, -0.97, -0.11, -0.18, 0.10, -0.73, -0.67, -0.83, -0.31, 0.71, -0.29, -1.32, -0.72, -0.86, -0.75, 1.20, -0.60, -1.64, -0.76, -1.11, -0.99, 1.16, -0.22, -1.05, -0.70, -1.02, -0.64, 0.01, 0.63, -0.59, -0.64, -0.60, -0.76, 0.30, 0.51, 0.45, 0.53, 0.25, 0.40, 0.50, 0.43, 0.45, 0.55, 0.98, 0.58, 0.46, 0.49, 0.54, 1.46, 0.56, 0.47, 0.56, 0.37, 0.61, 0.50, 0.50, 0.55, 0.26, 0.02, 0.32, 0.43, 0.39, 0.53, 0.21],
  "charge": 3,
  "orbital_gap_ev": 7.69,
  "mol_weight_g_mol": 932.14,
  "total_energy_ha": -4461.97305,
  "e_homo_ev": -15.691
}